# 1
Here is a structure of composition C38H33N2O4SSnTe at a distorted geometry from OMol25. Energies are from the ωB97M-V functional and the def2-TZVPD basis.

The HOMO-LUMO gap comes out at 5.2 eV. As for the total charge: +1. The calculation puts the LUMO energy at -5.0 eV. The value obtained for the HOMO energy is -10.190 eV. Its relative energy (zero: lowest compared OMol25 entry of this formula, charge and spin) is 146.1 kJ/mol.

CARTESIAN COORDINATES (ANGSTROEM)
Sn1 -19.30605 -3.48787 1.10730
C1 -21.28819 -5.23056 -2.48846
C2 -20.00000 -5.28232 -2.02732
C3 -19.06556 -4.27473 -2.34795
C4 -19.46358 -3.32041 -3.24054
C5 -20.74159 -3.26328 -3.71159
C6 -21.67701 -4.26693 -3.35990
H1 -22.03215 -5.91467 -2.09539
H2 -19.70896 -6.13627 -1.43356
H3 -18.06823 -4.26471 -1.92807
H4 -18.74004 -2.52190 -3.48469
H5 -21.06075 -2.54903 -4.47446
H6 -22.61307 -4.25236 -3.82860
C7 -18.97799 -1.98745 5.54713
Te1 -20.55273 -2.20988 4.08640
C8 -21.00810 -4.04336 5.15795
C9 -20.01707 -4.16659 6.26642
C10 -19.97780 -5.25412 7.19157
C11 -19.16060 -5.32594 8.26624
C12 -18.22245 -4.30171 8.48724
C13 -18.17900 -3.25988 7.59264
C14 -19.05268 -3.19987 6.51552
H7 -19.14473 -1.06294 6.11285
H8 -18.00898 -1.98336 5.03304
H9 -20.97650 -4.94070 4.47991
H10 -22.02262 -3.93293 5.43950
H11 -20.73094 -6.04460 7.06319
H12 -19.24034 -6.20356 8.82738
H13 -17.53819 -4.29929 9.35957
H14 -17.55504 -2.39701 7.70135
N1 -23.00244 -2.66220 -0.27048
C15 -23.27052 -2.53380 1.07210
N2 -24.20200 -1.59770 1.40070
S1 -22.69829 -3.58910 2.23095
H15 -23.16895 -1.91481 -0.94292
H16 -22.50450 -3.54504 -0.54884
H17 -24.44125 -0.87712 0.78031
H18 -24.49059 -1.43526 2.37239
O1 -17.39693 -2.71501 1.77685
C16 -16.64369 -3.34433 0.97511
O2 -17.20734 -3.78208 -0.04304
C17 -15.22027 -3.62245 1.22003
C18 -14.57900 -4.60185 0.51176
C19 -13.25058 -5.07841 0.74677
C20 -12.68810 -4.42423 1.81513
O3 -11.45835 -4.70174 2.29253
C21 -11.16524 -3.66339 3.27092
O4 -12.45249 -3.13233 3.63715
C22 -13.32760 -3.42293 2.62825
C23 -14.59813 -2.99991 2.33579
H19 -15.10166 -5.10014 -0.29430
H20 -12.75176 -5.87741 0.19623
H21 -10.55178 -2.90442 2.83373
H22 -10.70193 -4.09608 4.13768
H23 -15.08088 -2.23585 2.93289
C24 -18.82416 -5.14946 2.53677
C25 -18.83294 -6.06243 3.37836
C26 -18.47823 -6.95972 4.36261
C27 -19.50650 -7.95067 4.64988
C28 -19.25549 -9.19666 5.25005
C29 -20.23956 -10.08668 5.60449
C30 -21.55317 -9.82928 5.33111
C31 -21.83223 -8.70524 4.54958
C32 -20.82592 -7.80581 4.14176
C33 -17.22891 -6.81847 5.11523
C34 -17.09460 -7.27399 6.46606
C35 -15.96888 -7.05346 7.12861
C36 -14.87566 -6.38602 6.49152
C37 -15.07726 -5.86758 5.23113
C38 -16.20855 -6.16651 4.54160
H24 -18.17340 -9.38373 5.50815
H25 -20.02868 -10.99387 6.17183
H26 -22.39491 -10.42568 5.62678
H27 -22.84314 -8.46239 4.28697
H28 -21.16583 -6.94071 3.60604
H29 -17.95092 -7.71864 6.88492
H30 -15.90589 -7.25067 8.15467
H31 -13.95955 -6.13312 6.98589
H32 -14.23916 -5.29905 4.89010
H33 -16.13173 -5.90756 3.46111

Force components x, y, z for each atom (eV/Å):
Sn -0.066 0.558 -0.270
C -0.878 -0.865 0.754
C 1.517 0.393 0.524
C -0.588 -1.752 0.319
C 1.265 2.044 0.113
C -1.800 -0.898 -1.116
C 1.738 2.001 -0.564
H 0.158 -0.390 -0.287
H 0.126 0.056 0.343
H -0.120 -0.179 -0.180
H -0.502 -0.476 -0.079
H 0.308 0.026 0.375
H -1.376 -0.014 -0.309
C 0.063 -0.640 0.614
Te 0.677 -0.469 0.276
C 0.801 -0.799 -1.418
C 0.940 -0.596 1.700
C -2.229 0.122 -1.949
C 1.207 1.266 -0.369
C 0.377 -0.312 0.783
C -0.402 0.034 -0.067
C -0.693 1.058 -1.802
H 0.214 -0.122 -0.284
H -0.241 0.208 0.167
H 0.110 0.999 0.473
H -0.941 0.041 0.711
H 0.328 0.192 -0.014
H 0.129 -0.962 1.263
H -0.575 -0.142 -0.651
H 0.607 0.117 0.349
N 0.771 -1.032 0.931
C -1.272 0.203 -1.076
N 0.651 -0.506 1.333
S 0.013 -0.545 -0.107
H 0.014 -0.582 0.320
H -0.561 1.745 0.218
H -0.386 0.820 -1.033
H 0.648 -0.431 -0.757
O 0.491 0.871 1.903
C -0.280 0.045 -0.693
O -0.289 -1.264 -1.080
C 0.140 0.549 1.318
C 0.839 -1.548 -1.312
C -1.371 1.423 0.886
C -0.106 0.052 0.193
O 0.713 0.725 0.853
C -1.643 -0.880 -0.451
O 0.171 0.521 0.392
C 0.776 -1.442 -1.526
C 0.758 0.011 0.437
H -0.283 0.223 -0.011
H -0.293 0.396 0.141
H 0.344 0.573 -0.465
H 0.119 -0.246 0.328
H -0.155 -0.121 -0.122
C -0.424 -1.083 0.799
C 1.297 1.527 -1.071
C -0.820 -0.735 0.781
C -0.819 -0.957 -0.924
C 2.505 0.548 0.940
C 0.381 -1.148 0.880
C -0.688 1.425 -1.218
C 0.930 0.763 -0.270
C -0.792 -0.604 1.457
C -2.271 -1.414 0.535
C -1.541 0.315 -2.428
C 2.783 1.127 -0.088
C -1.841 0.145 0.376
C 1.783 -0.546 1.639
C 1.749 1.659 -3.177
H -1.418 -0.172 -0.246
H 0.383 0.247 -0.268
H 0.079 -0.468 0.301
H -0.337 -0.063 -0.191
H 0.241 0.329 -0.293
H -0.739 -0.371 0.817
H 0.187 -0.640 1.299
H 0.224 -0.211 0.479
H 0.069 0.302 -1.000
H -0.885 -0.034 0.846

***

# 2
Here is a structure of composition C27H41F6FeN8O14S6 at a distorted geometry from OMol25. Energies are from the ωB97M-V functional and the def2-TZVPD basis.

The HOMO-LUMO gap (spin up / spin down) comes out at 8.3 / 6.3 eV. The calculation puts the LUMO energy (spin up / spin down) at -0.3 / -2.4 eV. Its spin multiplicity is 6. The value obtained for the HOMO energy (spin up / spin down) is -8.615 / -8.642 eV. Its relative energy (zero: lowest compared OMol25 entry of this formula, charge and spin) is 198.8 kJ/mol. Its expectation value of S² is 8.761.

CARTESIAN COORDINATES (ANGSTROEM)
Fe1 0.56141 0.84578 0.76381
O1 -3.64671 0.56779 0.75213
S1 -2.45562 -0.22212 0.88157
O2 -2.51410 -1.37726 1.72988
O3 -1.31229 0.70824 1.32378
C1 -1.94952 -0.68787 -0.75776
C2 -2.58786 -0.06407 -1.74769
C3 -2.27158 -0.25020 -3.18668
C4 -1.29218 -1.39982 -3.51630
C5 -0.68055 -2.07164 -2.32801
C6 -0.92715 -1.71714 -1.07021
S2 0.13202 -2.41407 0.19457
O4 -0.50749 -3.53016 0.82204
O5 1.38081 -2.68607 -0.47730
O6 0.24910 -1.24854 1.12924
H1 -3.39198 0.61771 -1.49786
H2 -3.19586 -0.34467 -3.75312
H3 -1.72532 -2.15138 -4.17992
H4 0.06033 -2.83772 -2.52132
F1 5.02525 -1.21649 -1.71934
C7 3.83682 -1.72252 -1.42045
F2 3.04639 -1.60152 -2.48030
F3 3.97809 -2.98328 -1.07921
S3 3.11438 -0.75450 0.03944
O7 1.91307 -0.06656 -0.50075
O8 3.13435 -1.55207 1.21076
N1 4.21284 0.40687 0.21351
S4 3.81159 1.89496 0.30865
O9 4.68502 2.65804 1.13308
O10 2.36345 2.14307 0.53189
C8 4.09454 2.54515 -1.41820
F4 3.27531 3.55634 -1.70332
F5 5.34641 2.96961 -1.53007
F6 3.88662 1.57525 -2.31391
C9 -1.65110 -1.83498 5.65247
C10 -0.96390 -2.10166 4.32303
N2 -0.37021 -0.88814 3.77022
C11 0.90136 -0.55646 3.79929
S5 1.48799 0.86289 2.95916
N3 1.78446 -1.25976 4.50717
C12 3.23087 -1.01555 4.57112
C13 3.60559 0.12196 5.50531
H5 -2.08593 -2.75548 6.04141
H6 -2.45172 -1.10691 5.52713
H7 -0.94858 -1.44549 6.39099
H8 -1.66476 -2.45859 3.57019
H9 -0.20366 -2.87788 4.42400
H10 -0.93220 -0.39672 3.08414
H11 1.46929 -2.15431 4.84422
H12 3.60139 -0.85028 3.56067
H13 3.66261 -1.94667 4.93679
H14 3.20163 1.07266 5.16249
H15 4.69116 0.21567 5.54060
H16 3.24215 -0.06522 6.51628
C14 -4.23973 -2.38940 -8.83883
C15 -4.63385 -1.95942 -7.43285
S6 -3.91327 -0.42071 -6.92375
O11 -4.34260 -0.16680 -5.56792
O12 -4.17071 0.57602 -7.93218
C16 -2.16057 -0.72317 -6.92582
C17 -1.37671 0.49254 -6.37645
N4 -0.94707 0.44950 -5.00741
C18 -1.53479 1.00562 -3.80492
N5 -0.32342 1.19037 -2.93400
C19 0.46929 0.26748 -3.28520
C20 -0.21893 -0.58466 -4.33884
N6 0.67905 -1.39237 -5.21604
O13 1.35198 -0.77986 -6.01931
O14 0.68093 -2.59646 -5.05895
C21 -2.35533 2.25101 -3.96052
H17 -4.92050 -3.16362 -9.18852
H18 -3.22933 -2.79623 -8.86562
H19 -4.29792 -1.54777 -9.52786
H20 -4.35769 -2.68981 -6.67168
H21 -5.70484 -1.76406 -7.35006
H22 -1.90210 -0.87776 -7.97299
H23 -1.95800 -1.63774 -6.36765
H24 -1.96793 1.39968 -6.50756
H25 -0.48867 0.60507 -7.00013
H26 1.43029 0.06789 -2.83502
H27 -1.76989 3.03470 -4.44202
H28 -2.65895 2.60727 -2.97604
H29 -3.25251 2.05205 -4.54688
C22 0.17501 3.76084 1.79888
C23 -0.18566 5.26810 1.73095
N7 -0.97080 5.55709 0.53733
C24 -2.15073 4.70328 0.54920
C25 -1.75941 3.20560 0.48428
N8 -0.28221 3.06308 0.55919
C26 0.28938 3.76895 -0.62021
C27 -0.17230 5.24688 -0.63870
H30 -0.31322 3.26966 2.64125
H31 1.24898 3.62626 1.89032
H32 0.71812 5.87892 1.70389
H33 -0.76580 5.56451 2.60623
H34 -2.78173 4.97291 -0.29963
H35 -2.71119 4.91333 1.46152
H36 -2.07443 2.76135 -0.46211
H37 -2.21110 2.62857 1.28063
H38 -0.05069 3.23679 -1.50962
H39 1.35888 3.68640 -0.56534
H40 -0.78077 5.45213 -1.52171
H41 0.68700 5.91906 -0.65968

Force components x, y, z for each atom (eV/Å):
Fe -0.222 -0.149 0.780
O -0.005 0.029 -0.010
S 0.231 0.178 0.026
O -0.091 0.037 0.022
O -0.238 -0.280 -0.027
C -0.099 -0.238 -0.199
C -0.058 -0.002 0.053
C -0.028 0.061 0.006
C 0.023 -0.050 -0.015
C 0.029 -0.015 -0.039
C -0.040 0.140 0.164
S -0.260 0.043 -0.018
O -0.049 0.004 0.057
O -0.073 -0.437 -0.227
O 0.290 0.154 -0.289
H 0.040 0.040 0.005
H -0.012 -0.066 0.031
H -0.059 0.061 -0.003
H 0.055 0.039 0.004
F -0.033 -0.029 -0.006
C -0.126 0.017 0.201
F 0.013 -0.051 0.033
F -0.006 0.051 -0.071
S 1.110 1.574 -0.107
O -0.301 -0.800 -0.040
O -0.287 -0.341 -0.082
N -0.172 -0.516 0.068
S -0.573 0.511 0.072
O 0.011 -0.028 -0.009
O 0.710 -0.069 -0.078
C 0.122 -0.056 -0.046
F 0.023 0.046 0.058
F -0.042 -0.087 -0.023
F -0.088 0.033 0.031
C 0.017 0.003 0.019
C -0.004 -0.058 -0.042
N 0.090 0.052 -0.041
C 0.134 0.017 -0.013
S -0.054 0.097 -0.011
N -0.113 -0.032 -0.119
C -0.042 -0.017 -0.003
C 0.023 -0.003 0.029
H -0.003 -0.004 -0.003
H -0.009 0.007 -0.007
H 0.002 -0.002 0.010
H 0.019 -0.003 0.042
H 0.003 -0.023 -0.066
H 0.003 -0.009 0.017
H -0.054 0.058 0.167
H 0.021 0.029 0.000
H 0.028 -0.006 -0.070
H -0.019 0.003 -0.021
H 0.003 0.000 0.011
H 0.001 -0.012 0.005
C 0.012 0.044 0.013
C -0.005 -0.070 -0.055
S -0.022 0.071 -0.025
O 0.008 -0.003 0.010
O 0.011 0.001 0.027
C 0.041 0.093 -0.008
C -0.093 -0.134 0.013
N 0.190 0.177 0.010
C -0.012 -0.029 0.059
N -0.127 0.028 -0.088
C -0.010 0.024 0.008
C 0.051 -0.192 -0.103
N 0.046 0.034 0.007
O -0.049 -0.087 0.090
O 0.006 0.121 -0.050
C -0.010 0.006 -0.026
H 0.018 -0.023 0.004
H 0.009 0.011 -0.008
H -0.028 -0.003 -0.006
H -0.068 -0.014 0.020
H 0.004 0.000 0.024
H 0.033 -0.073 0.009
H -0.009 -0.013 0.001
H 0.023 0.019 -0.005
H -0.033 0.012 -0.005
H 0.035 -0.007 0.055
H 0.016 0.001 0.006
H -0.003 -0.002 0.009
H -0.008 -0.006 0.003
C -0.108 0.015 -0.050
C 0.004 -0.061 -0.044
N -0.018 0.113 0.140
C -0.010 -0.034 -0.046
C -0.008 0.019 -0.197
N 0.391 0.069 0.085
C -0.334 -0.037 -0.133
C -0.030 -0.030 -0.062
H 0.032 -0.004 -0.008
H 0.009 -0.043 0.038
H -0.006 -0.002 0.012
H 0.030 0.000 0.007
H -0.023 -0.015 0.022
H -0.024 -0.001 -0.022
H -0.004 -0.083 0.044
H -0.029 0.139 0.004
H 0.061 -0.029 0.024
H 0.167 0.089 0.013
H 0.039 0.012 -0.013
H -0.002 -0.003 -0.029

***

# 3
Here is a structure of composition C5H8N2 at a distorted geometry from OMol25. Energies are from the ωB97M-V functional and the def2-TZVPD basis.

The HOMO-LUMO gap comes out at 8.8 eV. The calculation puts the LUMO energy at 0.1 eV. The value obtained for the HOMO energy is -8.720 eV. Its relative energy (zero: lowest compared OMol25 entry of this formula, charge and spin) is 431.7 kJ/mol.

CARTESIAN COORDINATES (ANGSTROEM)
C1 0.38577 -0.20178 1.05090
C2 -0.37541 0.75384 0.30338
C3 1.53716 -0.01432 -0.49111
C4 -1.53029 0.31737 -0.49990
C5 -2.14696 -0.85982 -0.42328
N1 0.17266 1.89773 -0.09905
N2 2.58461 -0.67205 -0.41747
H1 0.93039 2.20565 0.50860
H2 2.85494 -1.11763 0.45426
H3 -0.09250 -1.13230 1.33205
H4 1.03661 0.18835 1.82621
H5 1.29954 0.33338 -1.49284
H6 -1.79261 1.01944 -1.28207
H7 -1.89698 -1.61196 0.31273
H8 -2.96692 -1.10588 -1.08243

Force components x, y, z for each atom (eV/Å):
C 1.679 0.711 -1.838
C 0.317 3.425 -1.510
C 0.225 -4.679 2.238
C 0.030 -0.187 -0.239
C -0.004 0.175 0.197
N -2.871 -0.324 1.314
N 1.558 0.595 -0.199
H 0.311 -0.375 -0.077
H -0.416 -0.009 -0.015
H 0.339 -0.307 -0.467
H -0.049 0.119 -0.009
H -1.065 0.706 0.517
H -0.125 0.110 0.122
H 0.075 0.003 0.050
H -0.003 0.037 -0.084